# 1
A molecular structure, C38H33AuBrN2O3P2Te. Source: the OMol25 dataset; level of theory: ωB97M-V/def2-TZVPD.

Each line ends with the Mulliken charge.
CARTESIAN COORDINATES (ANGSTROEM)
C 1.940 -1.128 2.003  -1.057
C 0.396 -0.229 4.347  -0.021
H 7.793 0.443 0.116  0.371
C -1.437 -4.102 1.820  -1.093
N 3.169 -6.176 2.965  -0.696
C -0.841 -1.846 2.430  -0.223
Au -0.109 0.366 0.221  0.633
O -2.096 -0.369 -0.423  -0.733
H 1.473 2.168 6.503  0.391
H 0.990 5.305 0.824  0.326
H 2.557 5.122 0.008  0.389
C 4.203 -5.517 2.449  -0.301
C 2.285 -5.467 3.666  -0.400
C -6.944 -0.750 -0.177  -0.222
C 3.459 -3.415 3.314  0.017
C -6.694 0.612 -0.192  0.062
H -2.477 -0.583 3.009  0.440
H 1.630 -3.568 4.434  0.370
H 1.738 2.874 -0.871  0.232
H -0.573 3.164 -0.427  0.236
C 0.557 0.314 7.083  -0.491
C -4.382 0.151 -0.431  0.188
H 5.247 -3.661 2.141  0.378
C 6.722 0.283 0.099  -0.497
H 2.699 -3.375 0.605  0.043
H 3.848 1.563 1.343  0.311
H 1.930 2.934 0.883  -0.091
C -4.720 -1.200 -0.418  -0.260
H -4.185 -2.360 2.744  0.449
H -0.398 -1.585 7.350  0.391
C -0.014 -0.867 6.635  -0.696
H 2.263 -5.299 -0.886  0.476
H 6.843 -1.456 -1.149  0.409
C 1.039 1.236 6.162  -0.584
C 1.953 -1.924 -0.775  0.240
C -2.187 -1.580 2.694  -0.165
C 2.386 -4.099 3.870  -0.057
H 1.146 -0.715 -2.347  0.394
C 1.354 3.333 0.047  0.385
H 4.907 -6.118 1.880  0.373
H 4.418 -1.856 -1.161  0.392
C 6.188 -0.787 -0.603  -0.782
H 1.452 -6.028 4.078  0.395
H 0.624 0.520 8.144  0.359
C -3.141 -2.571 2.541  -0.701
H -1.136 -5.080 1.461  0.445
C 2.029 -4.294 -1.220  -0.691
H 1.067 5.233 -0.947  0.368
C 1.477 -4.084 -2.476  -0.581
H 1.275 -4.925 -3.129  0.369
H -0.559 -2.058 4.936  0.345
P 0.359 -0.452 2.525  1.328
C 1.173 -2.794 -2.889  -0.700
C 2.271 -3.219 -0.379  0.133
C -0.479 -3.110 1.987  0.202
H -3.937 -1.944 -0.495  0.568
C -2.929 0.588 -0.498  0.387
C -5.401 1.083 -0.321  -0.289
N -5.969 -1.644 -0.298  -0.652
C 3.967 -0.187 0.114  0.293
H 0.560 -3.303 1.761  0.480
P 2.164 -0.477 0.353  1.065
H -5.172 2.140 -0.330  0.552
C -0.100 -1.137 5.275  -0.344
C 4.395 -4.151 2.597  -0.257
Br -8.155 1.823 -0.036  -0.228
H 1.320 1.680 4.077  0.386
O 0.019 2.929 0.299  -0.372
C 4.818 -1.017 -0.607  -0.401
H 6.281 1.985 1.336  0.393
C 1.502 4.847 -0.023  -1.406
C 5.876 1.143 0.787  -0.713
O -2.673 1.794 -0.604  -0.710
Te 3.532 -1.274 3.401  0.188
C 0.956 0.964 4.808  -0.281
C -2.768 -3.835 2.100  -0.605
C 4.514 0.905 0.793  -0.280
H 0.736 -2.630 -3.867  0.393
H -3.519 -4.603 1.963  0.340
H -7.951 -1.132 -0.059  0.375
C 1.406 -1.722 -2.040  -0.681

Computed properties:
DFT total energy ... -148671.4207 eV
F_max ... 1.7 eV Å⁻¹
Spin multiplicity ... 1
LUMO energy ... 2.2 eV
Total charge ... -1
Kohn-Sham gap ... 6.5 eV
Highest occupied orbital energy ... -0.159 Ha


# 2
A molecular structure, C33H39AsN5O4SSc. Source: the OMol25 dataset; level of theory: ωB97M-V/def2-TZVPD.

Each line ends with the Mulliken charge.
CARTESIAN COORDINATES (ANGSTROEM)
O 4.346 0.876 2.189  -0.663
H -3.603 -2.423 -0.588  0.323
As 1.211 -2.517 0.377  1.260
H -4.089 1.438 1.304  0.355
O 0.082 0.598 7.042  -0.721
C -4.060 1.658 -4.265  0.114
H -1.098 -3.355 0.814  0.348
H -0.147 -3.867 -2.073  0.359
S -0.069 4.970 -0.215  -0.312
C -1.034 -0.365 -3.519  -0.089
H -3.464 -2.269 1.175  0.347
C -0.206 0.142 2.956  -0.640
H -5.039 -2.092 0.391  0.470
H 3.308 -1.995 -1.902  0.163
H -4.201 -0.380 -1.999  0.266
N -0.998 2.899 1.211  -0.115
N -1.200 0.027 -0.059  0.617
C 2.982 -3.035 -1.909  -1.197
C -2.335 -0.124 -0.006  -0.698
H 1.496 -0.763 -2.813  0.610
H 2.591 -4.829 2.017  0.303
C 3.244 0.597 1.801  0.127
C -0.136 0.257 4.327  -0.964
H -0.714 -1.398 -3.589  0.441
H -0.757 2.118 1.806  -0.053
H 3.175 0.834 4.547  0.646
H -2.963 -0.772 -4.356  0.481
H -1.162 -2.517 -1.577  -0.078
O 2.928 0.312 0.546  -0.433
H -1.002 0.149 4.968  0.562
H 2.381 -4.571 -0.491  0.515
C -0.888 -3.547 -1.338  -0.916
H 2.533 -2.333 2.472  0.397
C -2.722 1.310 -3.890  0.451
C -4.245 0.364 1.400  -1.712
Sc 1.092 0.306 -0.147  -0.867
N 0.863 0.287 2.156  1.493
C 1.090 0.525 4.928  -0.211
C -3.973 -1.890 0.288  -1.665
C 1.151 0.199 -2.432  -1.060
C -2.295 -0.018 -3.956  -1.077
H -4.334 1.215 -1.252  0.381
H 3.787 -3.634 -2.336  0.482
C -3.778 -0.375 0.137  2.285
H -3.722 0.008 2.289  0.393
H 0.106 2.701 -2.661  0.373
H -1.583 3.594 1.645  0.327
H 4.805 3.535 -2.435  0.433
C 1.793 -4.366 2.599  -1.451
H -5.311 0.182 1.535  0.459
C 2.205 0.649 4.107  -0.974
C 1.438 4.682 -1.043  0.885
C -1.839 2.284 -3.421  -1.032
H 2.051 -4.474 3.653  0.446
O 2.339 0.821 6.894  -0.698
H 0.830 -2.438 2.850  0.212
C 2.055 0.522 2.740  0.621
H -2.150 3.321 -3.397  0.492
H 1.920 0.952 -2.639  0.458
C -0.347 -3.661 0.081  -0.893
H 3.487 1.979 -1.054  0.735
C 3.843 3.847 -2.053  -0.987
H -1.772 -4.173 -1.475  0.456
H -1.143 -0.083 2.459  0.482
C 3.102 2.961 -1.291  -0.170
C 2.652 -3.514 -0.501  -0.787
C 1.869 3.378 -0.798  -0.911
H 0.878 -4.934 2.428  0.303
H 1.823 6.579 -1.990  0.426
C -0.021 3.341 0.385  0.192
C 1.185 0.665 6.474  0.436
C -4.513 0.150 -1.101  -1.715
H -5.583 -0.003 -0.959  0.487
C 1.621 -2.893 2.252  -0.454
H 3.983 5.808 -2.920  0.395
N -5.147 1.933 -4.524  -0.587
H -0.069 -4.689 0.315  0.576
N 0.981 2.606 -0.025  0.733
C -0.575 1.928 -2.997  0.140
C 2.175 5.572 -1.809  -0.450
C 3.383 5.136 -2.322  -0.599
H 2.123 -3.110 -2.578  0.250
H 3.521 -3.398 0.150  0.538
C -0.141 0.589 -3.001  0.137

Computed properties:
DFT total energy ... -142873.0669 eV
F_max ... 0.1 eV Å⁻¹
Spin multiplicity ... 1
LUMO energy ... -0.4 eV
Total charge ... 0
Kohn-Sham gap ... 7.4 eV
Highest occupied orbital energy ... -0.287 Ha